No. 1
A molecular structure, C8H13N, computed with the ωB97M-V functional and the def2-TZVPD basis.

XYZ file:
```
22
C8H13N, DFT the ωB97M-V functional and the def2-TZVPD basis
C -1.72 -1.09 -1.08
C -0.54 -0.21 -0.73
C 0.15 -1.05 0.37
C 1.70 -1.01 0.51
C 2.31 0.19 -0.11
C 2.70 1.18 -0.80
C -0.48 -0.05 1.29
C -1.97 1.49 0.19
H -2.02 -1.94 -0.10
H -2.67 -0.42 -1.31
H -1.50 -1.82 -1.97
H -0.07 0.37 -1.61
H -0.46 -2.00 0.26
H 1.96 -1.16 1.51
H 2.08 -1.97 -0.09
H 3.20 2.05 -0.95
H -1.47 -0.52 1.80
H 0.12 0.27 2.21
H -2.01 2.24 -0.67
H -2.08 2.01 1.28
H -2.84 0.61 0.00
N -0.74 0.81 0.25
```

Calculated values
- energy (eV) = -9990.5235
- Kohn-Sham gap (eV) = 9.31
- 2S+1 = 1


No. 2
A single C8H13N molecule, computed with the ωB97M-V functional and the def2-TZVPD basis.

XYZ file:
```
22
C8H13N, DFT the ωB97M-V functional and the def2-TZVPD basis
C -2.13 -0.84 0.19
N -1.31 0.07 -0.62
C -1.11 1.41 -0.06
C 0.37 1.97 -0.07
C 1.48 1.28 -0.14
C 1.25 -0.23 -0.14
C 1.10 -0.86 1.30
C 1.09 -1.40 -1.11
C 0.04 -0.17 -1.04
H -1.72 -1.09 1.25
H -3.20 -0.42 0.27
H -1.93 -1.82 -0.32
H -1.75 2.21 -0.47
H -1.23 1.25 0.99
H 0.54 3.14 -0.08
H 2.52 1.85 -0.03
H 2.15 -1.61 1.56
H 0.85 0.13 1.99
H 0.12 -1.56 1.16
H 1.61 -1.44 -2.17
H 0.77 -2.39 -0.73
H 0.51 0.52 -1.74
```

Calculated values
- energy (eV) = -9990.0852
- Kohn-Sham gap (eV) = 8.80
- 2S+1 = 1
- SMILES = CN1CC=C[C@]2(C)C[C@@H]12


No. 3
A molecular structure, C8H13N, computed with the ωB97M-V functional and the def2-TZVPD basis.

XYZ file:
```
22
C8H13N, DFT the ωB97M-V functional and the def2-TZVPD basis
C 0.92 -2.12 0.83
C -0.36 -0.69 1.29
C -0.76 0.96 0.94
C -1.07 1.40 -0.46
C -0.23 2.35 -1.14
C -0.08 0.86 -1.65
C 0.64 -0.32 -1.12
C -0.23 -1.42 -0.16
H 0.31 -3.01 1.10
H 1.73 -2.47 0.08
H 1.24 -1.09 2.76
H -1.19 -1.15 2.04
H 0.28 1.37 1.34
H -1.29 1.30 1.72
H -2.04 1.27 -0.65
H 0.60 2.91 -0.72
H -0.56 3.06 -1.93
H -0.45 0.60 -2.80
H 1.05 -0.89 -1.92
H 1.56 0.19 -0.58
H -0.97 -2.00 -0.65
N 0.90 -1.10 1.68
```

Calculated values
- energy (eV) = -9990.4661
- Kohn-Sham gap (eV) = 9.45
- 2S+1 = 1


Taking the records one at a time from the top gives ΔE to the lowest compared entry with this formula, charge and spin values of 609.5 651.8 615.1 kJ/mol.